C28H37NO5 | wB97M-V/def2-TZVPD

Summary:
Kohn-Sham gap = 8.232 eV
LUMO = 0.3 eV
Structure (SMILES) = CCOc1cc(C2C3=C(CC(C)(C)CC3=O)N(CCOC)C3=C2C(=O)CC(C)(C)C3)ccc1O
Energy above the lowest of the compared OMol25 structures with the same formula, charge and spin = 2.8 kcal per mole

Each line ends with the Mulliken charge.
Positions of all 71 atoms, in Å:
C 2.849 3.093 -3.088  -0.543
C 3.445 1.786 -3.602  -0.569
O 2.467 0.874 -4.061  -0.541
C 1.714 0.175 -3.147  1.009
C 1.848 0.220 -1.774  0.149
C 1.016 -0.536 -0.951  -1.332
C 0.062 -1.357 -1.523  -0.177
C -0.069 -1.427 -2.902  -1.374
C 0.739 -0.661 -3.721  0.154
O 0.595 -0.719 -5.074  -0.676
H 1.263 -0.135 -5.459  0.349
H -0.795 -2.078 -3.363  0.515
H -0.575 -1.968 -0.903  0.502
C 1.163 -0.355 0.548  -0.002
C 0.571 0.985 0.921  0.038
C -0.760 1.071 1.159  0.757
N -1.513 -0.080 1.308  0.795
C -0.854 -1.255 1.649  0.794
C 0.456 -1.408 1.353  -1.446
C 1.231 -2.570 1.776  0.939
O 2.422 -2.676 1.560  -0.662
C 0.449 -3.666 2.472  -1.236
C -0.690 -3.119 3.332  1.979
C -0.127 -2.252 4.460  -1.816
H 0.541 -2.838 5.085  0.453
H 0.433 -1.410 4.061  0.329
H -0.932 -1.869 5.085  0.408
C -1.487 -4.277 3.938  -2.168
H -2.318 -3.900 4.532  0.406
H -0.850 -4.876 4.583  0.459
H -1.887 -4.923 3.159  0.421
C -1.615 -2.286 2.431  -1.819
H -2.129 -2.967 1.743  0.270
H -2.370 -1.802 3.056  0.738
H 0.043 -4.316 1.690  0.353
H 1.142 -4.261 3.068  0.396
C -2.947 -0.053 1.113  -1.254
H -3.350 -1.045 1.305  0.788
H -3.423 0.635 1.817  0.382
C -3.328 0.310 -0.348  -0.276
O -4.260 -0.586 -0.897  -0.524
C -3.703 -1.778 -1.399  -0.325
H -2.959 -1.566 -2.174  0.154
H -3.231 -2.376 -0.611  0.052
H -4.529 -2.342 -1.827  0.324
H -3.819 1.285 -0.393  0.258
H -2.416 0.344 -0.963  0.366
C -1.438 2.392 1.381  -1.819
H -2.432 2.399 0.937  0.639
C -0.636 3.563 0.799  1.918
C 0.797 3.460 1.319  -1.312
C 1.448 2.146 0.939  0.562
O 2.635 2.081 0.678  -0.713
H 1.416 4.276 0.940  0.389
H 0.798 3.523 2.411  0.419
C -1.261 4.882 1.256  -2.179
H -0.709 5.724 0.847  0.449
H -1.251 4.962 2.340  0.446
H -2.293 4.954 0.916  0.401
C -0.649 3.500 -0.731  -1.623
H -0.051 4.308 -1.145  0.421
H -0.244 2.556 -1.087  0.185
H -1.665 3.601 -1.107  0.436
H -1.555 2.538 2.462  0.288
H 2.231 -0.365 0.792  1.140
H 2.598 0.837 -1.307  0.830
H 4.072 1.319 -2.834  0.347
H 4.063 1.979 -4.484  0.348
H 3.651 3.796 -2.883  0.402
H 2.185 3.519 -3.838  0.293
H 2.286 2.931 -2.174  -0.067

C6H14N2O2 | wB97M-V/def2-TZVPD

Summary:
Kohn-Sham gap = 10.549 eV
LUMO = 0.6 eV
Structure (SMILES) = CNC(C)=O.CNC(C)=O
Energy above the lowest of the compared OMol25 structures with the same formula, charge and spin = 57.0 kcal per mole

Each line ends with the Mulliken charge.
Positions of all 24 atoms, in Å:
C -0.293 1.621 2.397  -1.199
C -2.210 0.001 -0.516  -0.649
C -1.433 0.930 1.654  0.801
O -2.424 0.435 2.176  -0.592
N -1.412 0.990 0.236  -0.338
H -0.362 2.760 2.357  0.296
H -0.589 1.320 -0.296  0.311
H -2.555 0.585 -1.393  0.307
H -0.037 1.268 3.433  0.341
H 0.636 1.447 2.102  0.386
H -1.711 -0.924 -0.773  0.126
H -3.143 -0.190 0.042  0.329
C 0.330 -2.458 -1.052  -0.788
C 2.136 0.817 -0.964  -1.114
C 1.992 -0.711 -0.759  0.616
O 2.887 -1.484 -0.878  -0.553
N 0.651 -1.006 -0.968  -0.123
H 0.002 -0.459 -0.349  0.102
H 0.829 -2.880 -2.028  0.254
H 2.141 0.926 -2.062  0.276
H 0.899 -3.083 -0.263  0.253
H -0.730 -2.685 -0.916  0.314
H 1.401 1.559 -0.659  0.270
H 2.995 1.219 -0.518  0.375

CH2ClO2P | wB97M-V/def2-TZVPD

Summary:
Kohn-Sham gap (spin up / spin down) = 6.299 / 8.325 eV
LUMO (spin up / spin down) = -1.8 / -0.7 eV
Energy above the lowest of the compared OMol25 structures with the same formula, charge and spin = 83.1 kcal per mole

Each line ends with the Mulliken charge.
Positions of all 7 atoms, in Å:
C -0.280 1.440 -0.665  0.536
O -0.834 2.147 0.108  -0.306
O 0.414 -0.669 -0.549  -0.367
P 0.208 -1.694 0.530  0.073
Cl -0.048 1.407 -2.300  -0.011
H -0.773 -1.086 1.392  0.038
H 1.314 -1.544 1.484  0.038

CH12O6 | wB97M-V/def2-TZVPD

Summary:
Kohn-Sham gap (spin up / spin down) = 3.018 / 6.634 eV
LUMO (spin up / spin down) = 3.4 / 3.4 eV
2S+1 = 2
Charge = -1
Energy above the lowest of the compared OMol25 structures with the same formula, charge and spin = 1.4 kcal per mole

Each line ends with the Löwdin spin population.
Positions of all 19 atoms, in Å:
O 1.809 0.070 0.794  0.368
C 2.585 0.985 1.133  0.419
H 2.537 2.023 0.666  0.074
H 3.403 0.771 1.822  0.068
H -1.172 -1.759 0.662  0.000
H -0.297 -2.942 0.734  0.000
O -0.625 -2.376 0.029  0.000
H -0.202 1.245 -2.876  0.000
H 0.111 0.282 -1.745  0.000
O -0.423 1.087 -1.949  0.004
H -0.842 1.895 -0.081  0.002
H -0.504 2.400 1.277  0.025
O -1.276 2.295 0.707  0.028
H 0.413 -1.736 -1.008  0.000
H 2.057 -1.725 -1.316  0.001
O 1.171 -1.520 -1.604  0.004
H -2.133 0.530 1.159  0.002
H -3.551 -0.276 1.057  0.001
O -2.579 -0.402 1.146  0.004

C5H13N | wB97M-V/def2-TZVPD

Summary:
Kohn-Sham gap = 9.810 eV
LUMO = 1.2 eV
Structure (SMILES) = CC[C@H](C)NC
Energy above the lowest of the compared OMol25 structures with the same formula, charge and spin = 12.5 kcal per mole

Each line ends with the Mulliken charge.
Positions of all 19 atoms, in Å:
C -1.220 -0.480 1.682  -0.862
N -1.413 -0.434 0.240  -0.443
C 1.981 0.452 0.569  -1.201
C 0.719 0.868 -0.217  -0.534
C -0.199 -0.342 -0.559  0.346
C -0.613 -0.381 -2.032  -1.456
H -0.807 0.436 2.124  0.255
H -2.157 -0.771 2.137  0.325
H -0.468 -1.238 1.917  0.296
H -2.053 0.322 0.020  0.268
H 2.538 -0.310 0.027  0.351
H 2.602 1.327 0.748  0.376
H 1.721 0.055 1.552  0.282
H 1.043 1.323 -1.146  0.319
H 0.164 1.574 0.396  0.272
H 0.368 -1.240 -0.315  0.331
H -0.953 -1.389 -2.253  0.346
H 0.192 -0.075 -2.700  0.389
H -1.444 0.303 -2.192  0.342

C24H18Cl5NO7Rb | wB97M-V/def2-TZVPD

Summary:
Kohn-Sham gap = 6.919 eV
LUMO = 1.9 eV
Charge = -1
Energy above the lowest of the compared OMol25 structures with the same formula, charge and spin = 9.8 kcal per mole

Each line ends with the Mulliken charge.
Positions of all 56 atoms, in Å:
Rb -0.293 1.679 0.320  0.909
O 2.947 5.439 -1.642  -0.490
C 2.407 4.349 -1.054  0.511
O 1.596 3.651 -1.593  -0.448
C 2.969 4.141 0.330  -0.519
O 2.220 3.157 0.952  0.061
C 2.615 2.890 2.293  -0.428
C 1.595 1.929 2.961  0.365
O 2.100 1.089 3.727  -0.795
O 0.396 2.129 2.671  -0.810
H 2.546 5.512 -2.522  0.369
H 2.937 5.096 0.872  0.326
H 4.029 3.864 0.228  0.290
H 2.635 3.823 2.871  0.295
H 3.609 2.435 2.318  0.327
Cl -2.802 3.715 -0.088  -0.261
C -3.659 2.266 -0.621  1.253
C -2.907 1.256 -1.199  -1.500
C -3.662 0.158 -1.582  0.556
Cl -2.860 -1.159 -2.438  -0.216
C -5.034 0.023 -1.378  -0.399
Cl -5.894 -1.416 -1.833  -0.204
C -5.732 1.079 -0.799  0.522
Cl -7.443 0.974 -0.560  -0.225
C -5.038 2.226 -0.430  -0.343
Cl -5.906 3.563 0.261  -0.213
C 1.976 -2.117 4.018  -0.737
O 1.720 -2.669 2.727  -0.491
C 0.474 -2.500 2.213  1.067
C -0.627 -2.050 2.922  -0.304
C -1.868 -1.988 2.297  -0.983
C -2.015 -2.378 0.976  -0.717
C -0.908 -2.804 0.258  -0.046
C 0.333 -2.844 0.865  -0.371
N 1.494 -3.310 0.208  0.025
C 1.821 -3.255 -1.083  -0.580
C 1.344 -2.434 -2.084  0.836
C 1.740 -2.727 -3.434  -0.725
C 1.409 -1.918 -4.463  -0.639
C 0.652 -0.726 -4.205  -0.476
C 0.272 -0.383 -2.955  -0.666
C 0.618 -1.193 -1.797  0.754
O 0.376 -0.816 -0.645  -0.624
H 1.370 -2.615 4.779  0.365
H 1.808 -1.038 4.024  0.315
H 3.029 -2.302 4.216  0.244
H -0.525 -1.726 3.948  0.361
H -2.724 -1.621 2.849  0.383
H -2.983 -2.322 0.495  0.412
H -0.997 -3.075 -0.786  0.563
H 2.173 -3.711 0.837  0.301
H 2.604 -3.959 -1.355  0.345
H 2.304 -3.637 -3.618  0.313
H 1.704 -2.160 -5.475  0.375
H 0.376 -0.092 -5.039  0.416
H -0.323 0.501 -2.761  0.353

C3H10NO | wB97M-V/def2-TZVPD

Summary:
Kohn-Sham gap = 10.262 eV
LUMO = -4.8 eV
Charge = +1
Energy above the lowest of the compared OMol25 structures with the same formula, charge and spin = 26.8 kcal per mole

Each line ends with the Mulliken charge.
Positions of all 15 atoms, in Å:
C -0.239 -2.290 0.966  -0.572
O -0.034 -0.935 1.444  -0.604
H -0.853 -2.844 1.672  0.277
H -0.817 -2.216 0.049  0.280
H 0.731 -2.768 0.823  0.268
H 0.543 -0.934 2.220  0.311
C 0.940 1.018 -1.457  -0.848
C -0.879 1.979 -0.174  -0.146
N -0.214 0.950 -0.504  0.118
H 0.547 1.027 -2.468  0.349
H 1.574 0.165 -1.252  0.302
H 1.442 1.962 -1.298  0.353
H -0.899 2.871 -0.791  0.322
H -1.591 1.894 0.638  0.277
H -0.249 0.121 0.131  0.313

What did we get for DFT total energy? Answer: -41364.6217; -13523.1511; -26972.1430; -13515.5522; -6885.6534; -104271.9499; -6803.1476 eV, in the order shown.